No. 1
Below is a molecular structure, C18H33F5GeN4O4RhTe, with properties calculated with wB97M-V/def2-TZVPD.

ORCA input file:
```
! RIJCOSX wB97M-V def2-TZVPD def2/J DEFGRID3
* xyz 2 6
Rh -0.41744 -0.37992 0.26238
C -2.55421 3.25845 0.37002
C -1.25674 3.09983 1.14928
C -0.46675 4.39019 1.21951
C -1.50600 2.50218 2.52140
O -0.49160 2.11562 0.36990
Ge 1.28126 1.87310 0.12464
O 1.02028 0.83819 -1.33407
C 0.99861 1.28110 -2.73093
C -0.38623 0.94667 -3.27216
C 2.04700 0.47358 -3.47216
C 1.27369 2.77431 -2.78159
O 1.48324 0.38974 1.16816
C 2.25602 0.22048 2.41263
C 1.30257 -0.40989 3.41050
C 2.73480 1.58379 2.87474
C 3.41291 -0.70008 2.07493
H -3.19039 4.01100 0.83661
H -3.09612 2.31094 0.34172
H -2.34724 3.57770 -0.65280
H -1.01814 5.14305 1.78299
H -0.27786 4.79007 0.22227
H 0.48667 4.24389 1.73689
H -2.18956 3.13835 3.08468
H -0.58345 2.41399 3.09794
H -1.97015 1.51827 2.42073
H -0.51987 -0.13839 -3.28495
H -0.45314 1.30052 -4.30208
H -1.21893 1.63650 -1.62045
H 1.97434 -0.57862 -3.19775
H 3.05202 0.82327 -3.23954
H 1.90069 0.55671 -4.55007
H 0.47821 3.34255 -2.29242
H 1.32427 3.11690 -3.81575
H 2.24011 3.00250 -2.32412
H 0.41628 0.21391 3.54073
H 1.79073 -0.51485 4.37975
H 1.00312 -1.40491 3.07624
H 1.89894 2.25241 3.09528
H 3.39094 2.04438 2.13128
H 3.32037 1.48560 3.78949
H 3.04585 -1.63994 1.66242
H 3.99160 -0.92591 2.97130
H 4.08016 -0.23660 1.34858
N -3.32991 -3.16423 1.73702
C -3.29803 -2.60163 2.95509
C -2.17400 -1.76348 2.96697
N -1.56241 -1.82377 1.78936
C -2.26332 -2.69395 1.02970
C -1.82978 -2.99710 -0.26751
N -0.69112 -2.44506 -0.74761
C -0.50046 -2.94316 -1.95608
C -1.55548 -3.82758 -2.27013
N -2.35678 -3.84179 -1.20169
H -4.04056 -3.80884 1.42086
H -4.03835 -2.80438 3.71121
H -1.84288 -1.12822 3.77150
H 0.31800 -2.65765 -2.59554
H -1.76540 -4.38064 -3.17078
H -3.24387 -4.32411 -1.15739
F -4.52239 -1.60820 -1.54583
Te -3.82468 -0.00220 -2.29720
F -3.63655 0.04744 -4.15595
F -2.42048 -0.19354 -0.08817
F -5.64808 0.27276 -2.73063
F -2.36885 -1.27506 -2.58486
O -1.45486 1.55694 -2.55918
*
```

Values from the calculation:
HOMO-LUMO gap (alpha / beta): 8.785 / 5.917 eV
energy above the lowest of the compared OMol25 structures with the same formula, charge and spin: 0.0 kJ/mol
LUMO (alpha / beta): -0.2412 / -0.3552 hartree
⟨S²⟩: 8.80

***

No. 2
Below is a molecular structure, C19H21ClEuN2OP in a non-equilibrium geometry, with properties calculated with wB97M-V/def2-TZVPD.

ORCA input file:
```
! RIJCOSX wB97M-V def2-TZVPD def2/J DEFGRID3
* xyz 2 7
Eu 1.57494 -0.36039 2.17942
Cl 3.98654 -0.78746 2.79146
P -0.02652 -0.00130 -0.35903
C -0.69945 1.52594 -1.08490
C -1.88852 1.55923 -1.83767
C -2.36866 2.77434 -2.32943
C -1.69868 3.97287 -2.05223
C -0.52445 3.94176 -1.28520
C -0.02744 2.73474 -0.80100
C 1.63877 -0.20532 -1.13153
C 2.34211 -1.38653 -0.82254
C 3.64454 -1.56984 -1.30228
C 4.25774 -0.57853 -2.07404
C 3.54908 0.57645 -2.40454
C 2.23345 0.75193 -1.97738
C -0.99547 -1.32214 -1.16106
C -1.59993 -2.28843 -0.33225
C -2.35146 -3.31253 -0.91100
C -2.51059 -3.39079 -2.29745
C -1.88712 -2.44506 -3.12076
C -1.11574 -1.41996 -2.55509
H 1.83071 -2.19283 -0.26287
H 4.16192 -2.50671 -1.08792
H 5.27174 -0.72938 -2.45792
H 4.01271 1.34523 -3.02955
H 1.64490 1.61846 -2.29595
H -2.43056 0.63299 -2.04421
H -3.26858 2.77914 -2.94406
H -2.06720 4.91641 -2.45497
H 0.01284 4.86777 -1.07757
H 0.89708 2.71122 -0.21007
H -1.45749 -2.22556 0.75372
H -2.81349 -4.06839 -0.27560
H -3.11189 -4.19011 -2.74199
H -1.99385 -2.49988 -4.20140
H -0.61523 -0.69332 -3.20456
H -3.17469 1.20015 1.96115
H -3.35279 0.48969 2.02698
N 0.08796 -1.16484 6.28621
C 0.29488 -0.03888 5.55718
N 0.05659 1.11587 6.22153
O 0.66990 -0.06820 4.35176
H -0.22941 -1.09783 7.24497
H 0.15007 -2.06017 5.83287
H 0.12057 1.99217 5.72981
H -0.22983 1.09801 7.19095
*
```

Values from the calculation:
HOMO-LUMO gap (alpha / beta): 4.634 / 7.939 eV
energy above the lowest of the compared OMol25 structures with the same formula, charge and spin: 0.0 kJ/mol
LUMO (alpha / beta): -0.3719 / -0.2529 hartree
⟨S²⟩: 12.35

***

No. 3
Below is a molecular structure, C34H34BiN9O5S, with properties calculated with wB97M-V/def2-TZVPD.

ORCA input file:
```
! RIJCOSX wB97M-V def2-TZVPD def2/J DEFGRID3
* xyz 0 1
Bi -0.08653 0.31310 -0.22180
O -2.16535 -0.57553 0.43317
C -3.36038 -0.11710 0.26787
C -4.45892 -0.99935 0.47546
C -5.76258 -0.60454 0.32135
C -6.07625 0.71603 -0.04904
C -5.04523 1.59783 -0.23315
C -3.69034 1.22674 -0.08339
C -2.73493 2.29463 -0.22080
N -1.45953 2.25166 -0.11236
C -0.69094 3.49559 -0.20812
C 0.48456 3.32407 -1.20990
N 0.33718 2.03392 -1.87200
C 0.44495 1.89994 -3.13516
C 0.30177 0.65731 -3.86852
C 0.93636 0.58503 -5.11595
C 0.92761 -0.56719 -5.86664
C 0.20630 -1.66654 -5.38811
C -0.45668 -1.60691 -4.18122
C -0.39799 -0.46406 -3.35835
O -1.03231 -0.46706 -2.19551
H -4.22184 -2.01600 0.77628
H -6.56159 -1.31695 0.49529
H -7.10556 1.02668 -0.17438
H -5.26470 2.62848 -0.49790
H -3.18150 3.27603 -0.40944
H -0.29756 3.72961 0.78308
H -1.34305 4.31393 -0.52206
H 1.42917 3.30172 -0.66957
H 0.50560 4.14543 -1.92829
H 0.68046 2.78554 -3.73500
H 1.48284 1.45712 -5.46607
H 1.45625 -0.61769 -6.81022
H 0.16281 -2.57723 -5.97496
H -1.02594 -2.45809 -3.82632
O 4.75680 3.01679 -0.46170
C 5.40118 1.87566 -0.16705
C 6.71896 1.72268 -0.60496
C 7.40492 0.54982 -0.35058
C 6.79376 -0.49307 0.34497
C 5.49319 -0.33646 0.79408
C 4.78207 0.83990 0.55328
C 3.36538 0.99786 1.00337
O 2.68623 1.99652 0.61422
N 2.89601 0.01639 1.77476
N 1.57676 0.13653 1.96171
C 1.06780 -0.45114 2.97602
C -0.35418 -0.29248 3.30443
C -0.92459 -1.03672 4.33734
C -2.24602 -0.81913 4.68042
C -2.97149 0.13790 3.98775
C -2.33154 0.82051 2.96578
N -1.06415 0.61476 2.61812
H 3.83944 2.89391 -0.10252
H 7.17802 2.54027 -1.14925
H 8.42761 0.44343 -0.69683
H 7.33045 -1.41492 0.53495
H 4.99131 -1.12402 1.34213
H 1.70018 -1.01972 3.65864
H -0.31903 -1.76462 4.86464
H -2.70691 -1.38292 5.48187
H -4.00271 0.35228 4.23340
H -2.86581 1.58010 2.40144
N -1.56316 -3.13959 -0.93702
C -0.79836 -3.01575 0.17042
N -1.18480 -3.67918 1.29561
O 0.28843 -2.39113 0.15895
H -2.51894 -3.42738 -0.80532
H -1.45053 -2.36006 -1.58364
H -2.16089 -3.88556 1.42656
H -0.68184 -3.41391 2.12585
C 5.37127 -1.01548 -2.77845
N 4.50341 -1.95485 -2.09119
C 4.75346 -3.30060 -1.85163
C 3.68843 -3.78884 -1.19149
N 2.80053 -2.73869 -1.03415
C 3.29355 -1.61725 -1.59406
S 2.60123 -0.07972 -1.66319
H 6.25049 -1.54612 -3.13261
H 5.66962 -0.21598 -2.09940
H 4.83854 -0.57360 -3.62037
H 5.66957 -3.77557 -2.16293
H 3.48753 -4.77896 -0.82042
H 1.88389 -2.75756 -0.58975
*
```

Values from the calculation:
HOMO-LUMO gap: 7.159 eV
LUMO: 0.0031 hartree

***

No. 4
Below is C2H3FS in the gas phase in a non-equilibrium geometry, with properties calculated with wB97M-V/def2-TZVPD.

ORCA input file:
```
! RIJCOSX wB97M-V def2-TZVPD def2/J DEFGRID3
* xyz 0 1
F -2.08885 -0.26726 -0.34063
C -1.10408 0.50081 0.22333
C 0.20186 -0.37160 0.36562
S 1.68367 0.03808 -0.14010
H -1.07318 1.54036 -0.25287
H -1.38180 0.69309 1.18431
H -0.27072 -1.21262 0.84215
*
```

Values from the calculation:
HOMO-LUMO gap: 8.515 eV
energy above the lowest of the compared OMol25 structures with the same formula, charge and spin: 84.1 kJ/mol
LUMO: -0.0238 hartree
SMILES: FCC=S

***

No. 5
Below is C17H24N2O3S in the gas phase, with properties calculated with wB97M-V/def2-TZVPD.

ORCA input file:
```
! RIJCOSX wB97M-V def2-TZVPD def2/J DEFGRID3
* xyz 0 1
C 2.00957 -4.62836 -2.05828
O 2.22413 -3.31312 -1.60944
C 1.23445 -2.38979 -2.00155
C 1.28510 -2.00469 -3.48389
C 0.22444 -0.95344 -3.81084
N -1.10555 -1.46801 -3.57191
S -2.22549 -0.38546 -2.94544
O -2.02670 0.92670 -3.49934
O -3.50359 -1.01393 -3.11368
C -1.73165 -0.39107 -1.23878
C -1.96501 -1.55469 -0.50832
C -1.55068 -1.64653 0.80261
C -0.90201 -0.54527 1.35079
N -0.39925 -0.34777 2.59977
C 0.14362 0.91237 2.68294
C -0.00164 1.55315 1.48307
C -0.66907 0.64548 0.60841
C -1.09595 0.70854 -0.71744
C 0.43219 2.94729 1.17567
C -0.16393 3.96982 2.14819
C 0.46321 3.94518 3.54253
C 0.09153 2.73515 4.39945
C 0.74735 1.42707 3.94172
H 2.74293 -5.24941 -1.54667
H 0.99951 -4.97235 -1.80449
H 2.15507 -4.72511 -3.13965
H 0.23345 -2.77803 -1.76585
H 1.41369 -1.50290 -1.38741
H 2.27407 -1.60934 -3.71982
H 1.10955 -2.88720 -4.10125
H 0.34045 -0.09020 -3.15224
H 0.34563 -0.60708 -4.84430
H -1.49397 -2.01505 -4.32355
H -2.48657 -2.36112 -0.99687
H -1.72383 -2.53826 1.38586
H -0.41741 -1.01793 3.35025
H -0.95773 1.58231 -1.33401
H 0.11846 3.19452 0.16094
H 1.52402 3.01477 1.21404
H -1.23997 3.80291 2.22848
H -0.01370 4.96769 1.72940
H 1.55072 3.99745 3.44828
H 0.13873 4.84347 4.07421
H -0.99346 2.61211 4.40422
H 0.40906 2.93361 5.42597
H 0.63925 0.67415 4.72618
H 1.81700 1.60241 3.79203
*
```

Values from the calculation:
HOMO-LUMO gap: 8.663 eV
energy above the lowest of the compared OMol25 structures with the same formula, charge and spin: 158.3 kJ/mol
LUMO: 0.0238 hartree
SMILES: COCCCNS(=O)(=O)c1ccc2[nH]c3c(c2c1)CCCCC3